No. 1
# C5H10O

One molecule with the formula C5H10O (the ωB97M-V functional and the def2-TZVPD basis, the Open Molecules 2025 dataset).

Values from the calculation:
* E_HOMO: -6.8 eV
* frontier orbital gap: 0.2871 hartree
* energy above the lowest of the compared OMol25 structures with the same formula, charge and spin: 5.112 eV
* calculated total energy: -7389.654 eV

Last column: natural (NBO) charge in e.
Positions of all 16 atoms, in Å:
C1 1.43152 0.89582 -0.98243  -0.642
C2 0.15374 0.90579 -0.17573  -0.440
C3 -1.18270 0.47970 -0.72931  -0.081
O1 -1.60334 0.33913 0.75939  -0.554
C4 -0.12065 -0.07622 0.96234  0.093
C5 0.00873 -1.58659 0.83723  -0.663
H1 2.28349 1.22461 -0.37216  0.212
H2 1.37040 1.60268 -1.82129  0.214
H3 1.71860 -0.07972 -1.42130  0.172
H4 -1.23541 1.33774 0.85990  0.491
H5 -1.35680 -0.53687 -1.11120  0.157
H6 -1.83480 1.18764 -1.24924  0.191
H7 0.15175 0.22109 1.98079  0.186
H8 -0.57454 -2.10122 1.60763  0.222
H9 1.06555 -1.83207 0.99634  0.227
H10 -0.27554 -1.98151 -0.14095  0.213

***

No. 2
# C5H10O

One molecule with the formula C5H10O (the ωB97M-V functional and the def2-TZVPD basis, the Open Molecules 2025 dataset).

Values from the calculation:
* E_HOMO: -9.4 eV
* frontier orbital gap: 0.3872 hartree
* energy above the lowest of the compared OMol25 structures with the same formula, charge and spin: 1.673 eV
* calculated total energy: -7393.092 eV

Last column: natural (NBO) charge in e.
Positions of all 16 atoms, in Å:
C1 0.96655 1.43486 2.18872  -0.378
C2 0.89075 1.24522 0.88129  -0.203
C3 1.24056 -0.05062 0.25645  -0.101
O1 -0.02807 -0.72127 0.18051  -0.548
C4 -1.02552 -0.26460 -0.73212  -0.064
C5 -1.32876 -1.43997 -1.63860  -0.621
H1 0.56924 2.32556 2.65307  0.198
H2 1.43064 0.68794 2.83003  0.191
H3 0.40275 1.95509 0.21957  0.195
H4 1.79193 0.06103 -0.70076  0.173
H5 1.88303 -0.64908 0.92089  0.194
H6 -0.69720 0.60769 -1.31471  0.164
H7 -1.93781 0.04008 -0.18970  0.177
H8 -2.07269 -1.21187 -2.40599  0.205
H9 -1.68921 -2.27498 -1.03144  0.213
H10 -0.39622 -1.74510 -2.11720  0.207

***

No. 3
# C5H10O

One molecule with the formula C5H10O (the ωB97M-V functional and the def2-TZVPD basis, the Open Molecules 2025 dataset).

Values from the calculation:
* E_HOMO: -10.1 eV
* frontier orbital gap: 0.4074 hartree
* energy above the lowest of the compared OMol25 structures with the same formula, charge and spin: 1.089 eV
* calculated total energy: -7393.676 eV

Last column: natural (NBO) charge in e.
Positions of all 16 atoms, in Å:
C1 -1.01356 0.03267 -1.58933  -0.610
C2 0.41322 0.02566 -1.04568  -0.412
C3 0.48950 -0.00884 0.46900  0.209
C4 -0.42725 0.93852 1.20694  -0.633
C5 0.98772 -1.20398 1.15595  -0.112
O1 1.82262 -0.06966 0.97056  -0.497
H1 -1.54607 0.93960 -1.28511  0.205
H2 -1.58559 -0.82637 -1.22233  0.204
H3 -1.01596 0.00266 -2.68350  0.215
H4 0.93604 0.92979 -1.38213  0.210
H5 0.97341 -0.82433 -1.45110  0.209
H6 -0.37904 1.94195 0.77063  0.213
H7 -1.46342 0.59165 1.14481  0.215
H8 -0.13689 1.00889 2.25801  0.226
H9 1.27150 -2.08110 0.57516  0.179
H10 0.68923 -1.40195 2.18613  0.178

***

No. 4
# C5H10O

A 3-piece molecular cluster, C5H10O overall (the ωB97M-V functional and the def2-TZVPD basis, the Open Molecules 2025 dataset).

Values from the calculation:
* E_HOMO: -9.5 eV
* frontier orbital gap: 0.3885 hartree
* energy above the lowest of the compared OMol25 structures with the same formula, charge and spin: 4.255 eV
* calculated total energy: -7390.511 eV

Last column: natural (NBO) charge in e.
Positions of all 16 atoms, in Å:
C1 -1.45991 -0.51523 -0.94818  -0.210
C2 -0.49634 -1.11930 -1.56245  -0.169
C3 -0.86196 -1.68802 -0.22241  -0.435
H1 -2.21657 0.25478 -0.93128  0.220
H2 0.14782 -1.22111 -2.42200  0.228
H3 -0.19715 -1.51978 0.62887  0.194
H4 -1.41591 -2.62960 -0.17133  0.176
H5 2.46941 -0.90628 -0.74556  0.027
H6 2.72059 -1.20771 -1.38021  -0.034
C4 -0.32245 1.74094 1.43710  -0.725
C5 0.84840 1.18547 0.67498  0.447
O1 1.47845 0.21343 1.02439  -0.533
H7 -0.60386 1.05428 2.23830  0.236
H8 -1.16965 1.90812 0.76328  0.229
H9 -0.05084 2.71437 1.86381  0.238
H10 1.12996 1.73564 -0.24732  0.110

***

The lowest calculated total energy belongs to which entry? number 3